Computed, not measured: a structure of composition C46H84AlF12N2O17P2, with wB97M-V/def2-TZVPD.

Energy in eV: -144638.53068
E_LUMO in eV: -2.00
Total charge: -1
HOMO in eV: -4.9
Maximum force in eV/A: 7.6
Frontier orbital gap in eV: 2.89

Last column: Löwdin charge in e.
Positions of all 164 atoms, in Å:
Al  6.47  6.76  10.37  1.17
C  5.50  5.25  14.01  -0.02
C  4.37  6.18  14.45  -0.50
C  4.73  6.77  15.82  -0.15
C  4.00  8.06  16.18  -0.19
C  4.11  9.15  15.11  -0.10
C  3.51  8.60  13.68  -0.41
N  4.18  7.22  13.47  0.02
O  3.85  6.66  12.10  -0.14
C  4.07  9.61  12.65  -0.04
C  1.97  8.60  13.60  -0.03
C  3.08  5.35  14.76  -0.03
H  6.30  5.70  13.41  0.07
H  5.04  4.52  13.35  0.07
H  5.95  4.69  14.83  0.10
H  5.81  6.98  15.84  0.12
H  4.53  6.11  16.66  0.12
H  4.38  8.50  17.10  0.11
H  2.98  7.68  16.33  0.10
H  5.10  9.59  15.02  0.12
H  3.51  10.01  15.40  0.10
H  3.96  10.69  12.76  0.09
H  3.62  9.44  11.67  0.06
H  5.14  9.39  12.64  0.06
H  1.39  9.43  13.99  0.09
H  1.61  7.71  14.12  0.07
H  1.70  8.46  12.56  0.07
H  3.36  4.31  14.93  0.08
H  2.41  5.34  13.90  0.07
H  2.55  5.50  15.70  0.07
C  6.36  5.27  7.04  -0.03
C  5.15  6.05  6.32  -0.37
C  4.14  4.93  5.94  -0.16
C  2.84  5.45  5.51  -0.20
C  2.28  6.35  6.61  -0.16
C  3.20  7.54  7.01  -0.43
N  4.58  7.13  7.25  -0.04
O  5.45  8.15  7.83  -0.13
C  2.36  8.06  8.26  -0.03
C  3.16  8.49  5.77  -0.01
C  5.83  6.78  5.09  -0.02
H  7.26  5.79  7.35  0.06
H  6.69  4.48  6.36  0.07
H  6.08  4.74  7.95  0.05
H  4.05  4.06  6.59  0.12
H  4.63  4.61  5.02  0.11
H  2.09  4.69  5.28  0.12
H  3.07  5.98  4.59  0.10
H  2.02  5.74  7.47  0.10
H  1.30  6.67  6.26  0.12
H  2.17  7.45  9.14  0.07
H  1.46  8.62  8.00  0.08
H  2.95  8.81  8.79  0.07
H  2.95  7.97  4.83  0.07
H  4.19  8.80  5.58  0.07
H  2.54  9.39  5.82  0.08
H  6.19  6.00  4.43  0.08
H  6.54  7.58  5.30  0.07
H  5.05  7.28  4.51  0.06
P  8.75  3.74  10.99  0.15
F  9.47  3.16  12.29  -0.14
F  9.49  5.14  11.15  -0.14
F  9.90  3.07  10.06  -0.15
F  7.98  4.30  9.68  -0.17
F  8.01  2.34  10.93  -0.13
F  7.55  4.39  11.97  -0.21
P  8.93  8.93  12.30  0.21
F  10.58  9.05  12.07  -0.18
F  8.53  10.45  12.23  -0.11
F  8.82  8.54  10.75  -0.18
F  7.32  8.50  12.34  -0.28
F  9.13  7.35  12.54  -0.19
F  9.13  9.22  13.89  -0.16
C  2.83  3.50  10.79  -0.15
C  3.79  2.34  10.73  -0.16
C  5.14  2.99  10.63  -0.20
O  4.92  4.31  10.13  -0.24
C  3.53  4.46  9.84  -0.22
H  2.60  4.06  11.70  0.10
H  1.84  3.30  10.38  0.11
H  3.69  1.64  9.91  0.11
H  3.68  1.73  11.63  0.12
H  5.61  2.46  9.80  0.12
H  5.55  3.04  11.64  0.12
H  3.15  4.23  8.84  0.10
H  3.23  5.51  9.93  0.09
C  10.03  8.83  7.20  -0.19
C  10.70  8.54  8.50  -0.18
C  10.22  7.15  8.66  -0.18
O  8.82  7.37  8.41  -0.22
C  8.64  8.28  7.30  -0.19
H  10.47  8.34  6.33  0.11
H  10.02  9.90  7.01  0.12
H  10.51  9.34  9.21  0.12
H  11.77  8.68  8.31  0.12
H  10.38  6.68  9.62  0.10
H  10.74  6.45  8.00  0.11
H  7.88  9.04  7.49  0.12
H  8.34  7.74  6.40  0.09
C  11.27  4.73  15.04  -0.12
C  10.76  3.57  15.90  -0.19
C  9.45  4.06  16.30  -0.27
O  9.50  5.47  16.36  -0.12
C  10.17  5.80  15.18  -0.20
H  11.16  4.45  14.00  0.08
H  12.26  4.97  15.42  0.11
H  11.38  3.28  16.75  0.11
H  10.73  2.59  15.43  0.11
H  9.24  3.60  17.26  0.12
H  8.69  3.62  15.65  0.12
H  10.42  6.86  15.24  0.12
H  9.31  5.77  14.51  0.11
C  11.51  3.54  6.89  0.01
C  10.96  4.14  5.52  -0.26
C  12.03  4.67  4.58  -0.07
O  11.56  4.15  3.37  0.12
C  10.83  3.13  3.53  -0.60
O  10.43  2.30  2.65  0.07
O  10.40  3.12  4.75  0.09
H  10.91  2.88  7.52  0.05
H  11.99  4.33  7.48  0.07
H  12.42  2.94  6.81  0.08
H  10.13  4.80  5.77  0.15
H  13.08  4.49  4.81  0.15
H  11.85  5.73  4.43  0.14
C  8.09  1.59  6.87  -0.01
C  7.07  0.55  7.27  -0.32
C  7.49  -0.82  6.77  -0.05
O  7.37  -1.54  8.03  0.05
C  7.12  -0.72  9.06  -0.62
O  6.86  -1.11  10.16  0.14
O  7.12  0.53  8.66  0.09
H  7.82  2.57  7.26  0.07
H  8.24  1.74  5.80  0.09
H  9.03  1.36  7.38  0.08
H  6.04  0.80  6.98  0.16
H  8.51  -1.07  6.47  0.13
H  6.87  -1.33  6.02  0.13
C  10.39  -0.17  9.98  -0.03
C  11.68  0.56  9.78  -0.24
C  12.18  1.17  11.15  -0.10
O  13.60  1.07  11.07  0.02
C  13.96  0.11  10.09  -0.48
O  15.09  -0.34  9.96  0.11
O  12.87  -0.25  9.35  0.07
H  9.96  -0.30  8.99  0.07
H  9.71  0.30  10.70  0.09
H  10.32  -1.21  10.30  0.10
H  11.46  1.42  9.14  0.11
H  11.85  0.61  12.02  0.13
H  11.85  2.18  11.38  0.11
C  12.65  5.37  11.29  -0.02
C  12.74  6.87  11.50  -0.35
C  13.49  7.36  12.71  -0.04
O  14.62  8.09  12.13  0.09
C  14.41  8.32  10.87  -0.51
O  15.04  9.13  10.14  0.07
O  13.51  7.38  10.42  0.07
H  13.65  4.95  11.23  0.09
H  12.05  5.09  10.42  0.07
H  12.38  4.93  12.24  0.07
H  11.70  7.15  11.68  0.12
H  13.85  6.53  13.32  0.13
H  12.78  8.00  13.24  0.13